Record 1
Molecular formula: C5H11OS
Method: DFT, ωB97M-V/def2-TZVPD

```
18
Properties=species:S:1:pos:R:3:forces:R:3:lowdin_charge:R:1
C -0.75762 0.94395 0.75464 0.10 1.02 -0.60 -0.53
C 0.35877 0.17220 1.44176 0.46 -1.26 -0.92 -0.30
C -2.32520 -0.58973 -1.18639 0.61 0.41 0.24 -0.40
C 1.68204 0.21237 0.64367 -0.58 -0.11 -0.21 -0.23
H 1.96745 1.24299 0.42458 0.28 0.11 0.26 0.09
H -2.57597 -1.64336 -1.28628 -0.25 -0.05 0.47 0.02
H 0.57201 0.36147 2.49582 -0.47 0.39 0.08 0.09
H 1.03118 -1.38547 -0.69882 -0.08 -0.06 0.01 0.07
H -0.34468 1.28609 -0.20919 -0.39 -0.56 -0.14 0.07
H 0.04955 -0.88441 1.36707 0.07 0.17 0.38 0.08
H 2.41726 -0.28583 1.28201 0.33 0.07 -0.08 0.08
C 1.64976 -0.44927 -0.80547 0.94 -0.01 1.12 -0.57
H -1.05236 1.90158 1.20121 0.10 -0.29 0.49 0.05
O 1.29475 0.38084 -1.77102 -0.59 0.26 -0.41 -0.35
H 2.72534 -0.84045 -0.88706 -0.41 -0.03 -0.18 0.07
S -2.32899 0.05071 0.53630 -0.17 -0.32 -0.04 0.73
H -1.31037 -0.49739 -1.59184 -0.14 0.38 -0.06 0.03
H -3.05293 0.02370 -1.71100 0.19 -0.13 -0.40 0.01
```
Forces are in eV/Å.

As for the HOMO energy: -2.514 eV. As for the total charge: -1. The calculation puts the LUMO energy at 3.37 eV. As for the SMILES: CSCCCC[O-]. The calculation puts the energy above the lowest of the compared OMol25 structures with the same formula, charge and spin at 1.5990 eV. The frontier orbital gap comes out at 5.88 eV.

=====

Record 2
Molecular formula: C10H15Se2SnTe2
Method: DFT, ωB97M-V/def2-TZVPD

```
30
Properties=species:S:1:pos:R:3:forces:R:3:lowdin_charge:R:1
C -0.93547 1.15381 0.12937 -0.01 0.15 0.09 -0.32
H 1.42190 2.18533 2.30342 0.00 -0.03 -0.01 0.07
Te 2.62709 -0.12958 -4.94772 -0.01 -0.07 0.02 0.02
H -2.18547 0.24873 -2.24077 -0.01 0.01 0.01 0.05
H 1.38118 -1.85843 2.40060 -0.01 0.00 -0.01 0.06
H 2.28511 -0.35586 2.30386 0.00 0.01 0.02 0.08
H -1.16893 3.29256 0.00079 0.01 0.00 0.00 0.06
H -2.68257 2.40360 -0.12385 0.00 0.00 -0.01 0.08
H -3.00671 -0.76368 -1.04768 -0.02 0.01 -0.03 0.08
H 0.06193 3.15171 1.75334 -0.02 0.00 0.00 0.06
C -1.62112 2.38172 -0.39339 0.01 0.00 0.01 -0.05
C 0.33794 2.17775 2.15840 0.04 0.03 -0.01 -0.05
Se 2.70911 -2.33688 -1.58688 -0.01 0.01 0.03 -0.30
H -1.11099 -2.95905 0.73365 0.00 0.01 0.01 0.08
H 0.65167 -2.96788 0.61805 0.00 0.00 0.01 0.05
Sn 1.34529 0.07209 -1.26425 0.20 0.16 0.15 0.67
Se 0.39727 -0.29997 -3.82027 -0.01 0.02 -0.08 -0.30
C 1.28166 -0.77339 2.43444 0.01 0.00 0.00 -0.05
H -0.31344 -2.83961 -0.83651 -0.01 0.01 0.00 0.06
C -0.23992 -1.02630 0.33359 -0.08 -0.22 0.11 -0.42
C -0.25546 -2.52265 0.20672 0.04 -0.01 -0.03 -0.10
C -0.09690 1.05957 1.25923 -0.08 0.06 -0.09 -0.29
H -1.56197 2.43818 -1.48285 -0.01 -0.02 0.00 0.07
C 0.32744 -0.27243 1.39198 0.05 -0.09 -0.09 -0.32
C -1.04491 -0.12971 -0.44986 0.00 -0.06 -0.10 -0.42
H -1.70936 -1.42963 -2.04088 0.00 0.00 0.01 0.05
H -0.11493 2.09771 3.15220 -0.01 0.00 0.00 0.07
Te 4.30696 -0.95416 -2.88469 -0.04 0.02 -0.05 0.01
C -2.03424 -0.53924 -1.50095 -0.01 -0.01 0.05 -0.10
H 0.94782 -0.50430 3.44092 0.00 0.00 0.00 0.07
```
Forces are in eV/Å.

As for the HOMO energy: -3.631 eV. As for the total charge: -1. The calculation puts the LUMO energy at 2.48 eV. The calculation puts the energy above the lowest of the compared OMol25 structures with the same formula, charge and spin at 0.0840 eV. The frontier orbital gap comes out at 6.11 eV.

=====

Record 3
Molecular formula: C16H28NV
Method: DFT, ωB97M-V/def2-TZVPD

```
46
Properties=species:S:1:pos:R:3:forces:R:3:mulliken_spin:R:1
H 3.39562 -2.40175 2.66402 0.55 -0.78 -0.22 0.00
H 2.47612 0.40576 2.26709 -0.10 0.35 -0.24 0.00
H -2.21380 -1.22459 -4.52118 0.21 0.01 -0.29 0.02
H -0.57923 2.59678 -2.68322 -0.18 -0.09 0.31 0.00
C -0.59496 1.72610 -0.70407 0.85 0.32 0.24 -0.25
H 1.49148 -4.10203 2.73119 0.30 0.01 -0.28 0.00
H -2.88075 1.33384 1.90400 -0.09 0.18 -0.29 -0.01
C -0.20537 0.91924 1.46688 -0.58 1.00 -1.02 -0.04
H -1.41566 3.60583 -1.51381 0.23 -0.61 0.35 -0.01
H 2.59069 2.12158 1.88670 -0.51 -0.25 -0.29 -0.01
H 1.86450 -4.61269 1.05076 0.17 0.23 0.32 0.00
H 1.41011 1.68415 -2.61665 0.30 -0.02 0.29 0.00
C 2.38987 1.12885 1.43893 0.75 -0.59 -0.04 0.01
C 0.79908 1.39729 -0.59274 -1.06 0.51 0.46 0.00
C -2.50954 -1.06807 -3.49359 -0.71 -0.51 -0.28 0.04
H -2.51050 -1.29276 -0.79866 -0.35 0.28 -0.19 0.03
H -1.45090 0.61006 3.15308 0.45 -0.14 0.14 0.01
C -1.23594 1.40888 0.55092 0.60 -0.40 1.15 0.09
H 3.02699 -4.91238 2.35955 -0.06 0.05 -0.01 0.00
C -0.38505 0.74162 2.92289 0.06 -0.08 0.76 -0.02
C -2.60734 1.82151 0.96091 -0.40 0.15 0.20 0.01
H 0.18062 -0.13853 3.25342 -0.28 0.21 0.19 0.00
H -0.69017 0.10187 -3.03525 -0.85 -0.53 0.74 0.00
C 2.28917 -4.20525 1.98080 -0.20 0.19 -0.10 0.00
H -3.35784 1.56742 0.20500 0.04 0.11 0.21 0.00
H 2.65086 0.99134 -1.53234 -0.15 0.23 -0.23 0.00
V -0.68423 -0.67880 0.12289 3.76 0.93 -1.96 1.90
H -3.26516 -0.27618 -3.44688 0.07 -0.22 -0.33 0.00
C 1.06571 1.04884 0.76943 -1.23 0.97 0.18 -0.03
H 2.29672 2.72500 -1.48689 -0.41 -0.38 0.20 0.00
H 3.21718 0.95288 0.73061 -0.35 0.01 0.26 0.00
H -2.68572 2.91337 1.11852 0.22 -0.42 -0.05 0.00
H -2.95589 -1.99927 -3.13021 -0.12 0.15 -0.20 0.00
C -2.17129 -0.37427 -1.34367 0.37 0.80 0.32 0.39
H -2.18875 2.14002 -2.09505 0.16 0.18 0.05 0.00
H -0.73745 -1.57463 -2.34384 0.15 0.08 -0.47 0.00
C 3.02018 -2.86323 1.73325 0.57 0.65 1.13 0.00
H -0.02811 1.61241 3.49726 -0.10 -0.22 -0.24 0.00
H -2.89805 0.44292 -1.32553 0.21 -0.56 -0.30 0.02
H -0.51168 -1.61848 1.30725 -1.02 -0.65 1.39 -0.13
C 2.15763 -1.83103 1.20627 -3.10 -0.78 -4.32 0.03
C 1.83518 1.72567 -1.60240 0.49 -0.42 -0.66 -0.01
H 3.80578 -2.93596 0.95916 0.01 -0.07 0.59 0.00
C -1.34944 -0.69146 -2.59065 0.27 0.28 0.81 0.00
C -1.21673 2.54955 -1.78824 -0.02 -0.21 -0.66 0.00
N 1.36611 -1.47143 0.40406 1.11 0.01 2.40 -0.03
```
Forces are in eV/Å.

As for the HOMO energy (spin up / spin down): -16.040 / -15.911 eV. As for the total charge: +2. The calculation puts the LUMO energy (spin up / spin down) at -8.37 / -9.66 eV. As for the multiplicity: 3. The frontier orbital gap (spin up / spin down) comes out at 7.67 / 6.26 eV.

=====

Record 4
Molecular formula: C29H63IN3O9S7
Method: DFT, ωB97M-V/def2-TZVPD

```
112
Properties=species:S:1:pos:R:3:forces:R:3:lowdin_charge:R:1
C 4.22565 8.86865 6.70511 0.06 0.10 0.04 -0.27
N 0.97873 -1.24283 3.52985 2.11 0.33 -2.64 -0.03
I -2.40846 1.87353 3.84237 -0.45 -0.70 0.28 0.69
H -0.47086 1.82098 -10.61453 -0.04 -0.05 0.13 0.05
C -2.88934 -0.72282 2.28272 -0.47 0.00 1.18 -0.26
C 1.35817 -2.70521 3.28375 -0.58 -0.25 -3.17 -0.10
H 4.53896 -3.82156 -3.82516 -0.03 0.11 0.02 0.05
H 1.59637 0.68858 1.57035 -0.67 -0.77 0.03 0.17
O 4.85605 7.78696 4.35083 -0.20 -0.10 0.36 -0.56
C 5.39388 -3.14652 -3.75444 -0.01 -0.12 0.06 -0.26
H 4.06142 1.38959 4.08633 -1.05 0.24 1.11 0.11
S 4.85759 -1.53228 -3.15113 -0.09 -0.02 -0.11 0.82
C 0.19550 0.21335 -0.01283 -1.18 1.21 -1.13 -0.14
C -1.30580 1.18274 -10.32284 0.07 -0.05 -0.10 -0.27
C -1.82152 -1.80026 2.84370 -1.19 -0.29 -0.05 -0.18
H -1.01483 -3.89209 -3.26545 0.96 1.75 -0.61 0.07
H -3.67153 3.74995 -3.74783 0.04 0.00 0.11 0.06
C -3.51326 0.01344 3.59881 -0.53 -1.51 -0.98 -0.62
H 2.03749 -6.96722 -4.05388 -0.10 0.00 0.06 0.06
H 1.25031 0.94152 -4.11719 -0.84 -1.70 0.52 0.11
H -2.43797 0.01749 1.53937 -0.51 -1.01 1.17 0.07
H -6.88910 3.70066 3.67327 -0.07 -0.12 -0.07 0.05
H -9.32972 -0.10591 2.93790 0.08 0.12 -0.03 0.05
H -3.53328 0.34247 -8.74390 0.08 0.03 0.02 0.05
H 2.85110 -0.12869 3.03627 -0.88 -0.85 0.82 0.12
H -8.57539 3.48650 4.20251 0.02 -0.05 -0.07 0.06
O 0.01479 0.04622 -8.29906 -0.39 0.16 -0.14 -0.57
C 3.67224 -1.21698 -4.47523 0.15 -0.11 -0.01 -0.27
H 5.59238 6.40026 6.74366 -0.04 0.06 -0.08 0.07
S 4.10238 2.24132 6.37758 0.05 -0.35 4.65 0.74
H 2.59251 2.50208 4.41498 1.44 -0.91 0.82 0.13
H 1.49944 -3.37635 4.18909 -0.12 1.31 -1.14 0.15
O 5.32414 3.31992 5.85065 -1.91 -1.78 -0.06 -0.21
H -2.49402 -1.06787 -9.10972 0.07 0.07 0.01 0.06
C 4.54971 6.21263 6.48057 -0.02 0.01 -0.01 -0.28
C -0.52223 -2.87563 -3.49285 1.39 3.25 -0.14 -0.06
H 5.86474 -3.03276 -4.73239 -0.03 0.07 0.06 0.06
H -0.64316 -0.55559 -0.16791 1.57 1.01 0.51 0.12
C -2.63669 -0.20780 -8.45286 -0.03 -0.13 0.00 -0.27
S -7.87546 1.76745 2.67932 0.00 0.00 0.08 0.82
H -2.24475 1.68901 -10.55363 0.04 -0.01 0.09 0.05
H 3.63456 8.67757 7.60263 -0.01 -0.04 -0.07 0.05
C 3.24558 1.65424 4.84080 -1.00 -0.06 -0.80 -0.23
H -7.27826 2.47149 4.90261 -0.02 -0.05 -0.09 0.06
H 0.29795 -0.48055 -6.18816 -0.04 -0.62 2.08 0.07
C -0.43340 -2.28132 -4.93436 1.32 1.67 3.68 -0.06
H 3.18295 -0.26386 -4.28006 0.19 -0.15 0.05 0.02
H -3.40741 -0.71122 4.48800 0.12 1.53 -1.16 0.06
N 0.82889 0.03325 1.33645 -0.80 -1.50 0.66 0.17
H 5.95182 2.83411 5.26513 -0.47 0.18 0.63 0.10
O -1.40722 2.10154 -1.50660 -0.23 0.07 -0.15 -0.58
H -0.02859 -2.48156 -1.23455 0.02 0.53 -1.82 0.08
C -2.73128 3.24492 -3.51995 0.10 -0.09 -0.10 -0.26
H 1.16457 0.80594 5.34206 1.43 -0.43 -0.55 0.12
H 0.56337 -3.42643 1.16836 -0.06 -0.36 2.01 0.13
H 2.58388 -0.12629 6.07020 -0.71 0.93 -1.46 0.12
S 0.42173 -6.64742 -2.29827 -0.08 0.01 -0.20 0.79
H -3.91363 0.98493 -2.31539 0.09 0.07 0.00 0.06
H -4.63258 0.20923 3.48304 1.68 0.23 0.00 0.02
C 2.21496 0.42531 5.12322 1.11 -0.35 0.68 -0.15
H 3.94808 6.10626 7.38521 -0.02 0.01 -0.06 0.06
H -4.16142 1.49205 -0.62522 0.06 0.12 -0.05 0.04
O 4.82434 1.14336 7.11187 -1.79 2.43 -2.95 -0.33
H -1.89803 3.88683 -3.80864 -0.05 -0.04 0.13 0.05
H -2.74307 -0.55222 -7.42257 0.10 0.10 -0.06 0.04
H -0.33386 1.25163 -0.01024 0.95 -1.90 0.12 0.11
C 0.50934 -8.44753 -2.20139 -0.02 -0.10 -0.05 -0.27
S -1.20204 0.88389 -8.54623 0.08 -0.12 -0.03 0.81
H 4.19743 -1.16393 -5.43100 0.07 0.00 0.08 0.06
N -0.60324 -1.93227 1.99430 1.16 0.55 -0.67 -0.11
H -1.24551 0.23731 -10.86472 0.02 0.00 0.11 0.06
H 2.92253 -2.00988 -4.50216 0.01 0.05 0.09 0.05
C 2.01818 -6.42026 -3.10941 0.08 0.02 -0.11 -0.27
O 4.07578 -1.75911 -1.89414 0.03 -0.01 -0.17 -0.58
H 0.62102 -8.87028 -3.20132 -0.02 0.11 0.01 0.06
H -0.87702 -2.89938 -5.78593 0.86 1.22 1.23 0.09
H -9.96057 1.32631 3.78539 0.07 0.02 -0.06 0.06
H -0.41559 -8.81429 -1.75464 0.05 0.14 -0.03 0.05
O 3.09825 2.95931 7.25178 3.03 -1.36 -3.44 -0.32
C -9.06410 0.74236 3.56995 0.02 -0.10 0.06 -0.27
H 1.35348 -8.73885 -1.57374 -0.03 0.08 -0.01 0.05
H 4.48497 5.29246 5.89741 -0.06 0.42 0.06 0.01
C 2.29846 -0.63360 3.90315 0.96 1.04 1.47 -0.18
H 6.12000 -3.55442 -3.04999 -0.06 0.12 -0.01 0.05
H 3.93099 9.82795 6.27651 0.00 -0.15 -0.05 0.05
H -4.95601 2.39083 -1.94072 0.09 0.04 0.04 0.06
S -2.62657 2.93756 -1.74509 -0.19 0.07 -0.10 0.84
C -4.05758 1.84161 -1.65409 0.04 -0.16 0.01 -0.25
O -6.60891 0.98058 2.55461 -0.13 0.06 0.16 -0.58
C 0.69097 -0.65018 -2.45961 -1.04 -1.66 -3.08 -0.16
C 0.23059 -0.89423 -5.10652 -0.42 -1.43 2.23 -0.06
H -3.77173 -1.23085 1.75462 1.46 0.49 0.69 0.12
H 2.81476 -6.77560 -2.45304 -0.08 0.01 0.02 0.05
H -0.42255 -4.01758 2.71884 0.68 1.19 -1.09 0.13
H 1.28051 1.31130 -1.62523 -0.07 -1.74 0.64 0.12
H -2.66858 2.30213 -4.06660 0.02 -0.01 0.11 0.06
H 2.15868 -5.35536 -3.30403 -0.14 -0.06 0.09 0.04
C 0.44706 -0.90162 2.17962 -0.93 -1.32 2.86 -0.17
H -8.62107 0.37760 4.49837 0.06 0.06 -0.06 0.06
C 0.03802 -2.06310 -2.30054 0.33 1.50 -2.57 -0.03
H -1.55065 -1.64222 3.94860 -0.33 0.16 -1.54 0.12
H 2.31286 -0.04409 -0.94866 -1.45 -0.11 -0.29 0.10
H -2.36637 -2.81945 2.80625 1.13 1.52 -0.06 0.14
H 5.28829 8.89370 6.95332 -0.04 -0.07 -0.08 0.06
C 1.24093 0.22399 -1.23404 -0.58 0.39 -0.90 -0.13
H 2.98486 -1.48227 4.27807 -1.06 1.50 -0.75 0.14
H 2.24523 -2.58219 2.55126 -0.67 -0.98 1.88 0.14
C 0.20316 -3.19583 2.23390 -0.29 0.58 0.47 -0.09
C 0.78664 -0.08488 -3.89829 -1.85 -3.11 0.46 -0.06
O -0.63905 -6.30259 -3.29371 0.31 -0.12 0.25 -0.56
S 3.90771 7.57504 5.48655 0.22 0.02 -0.06 0.80
C -7.63368 2.97312 4.00057 0.09 0.01 0.08 -0.26
```
Forces are in eV/Å.

As for the HOMO energy: -9.965 eV. As for the total charge: +1. The calculation puts the LUMO energy at -2.79 eV. The frontier orbital gap comes out at 7.18 eV.

=====

Q: What is the formula in the first record?
A: C5H11OS

=====

Q: What is the formula in the third record?
A: C16H28NV

=====

Q: Number 2 is which compound?
A: C10H15Se2SnTe2

=====

Q: What is the formula in the fourth record?
A: C29H63IN3O9S7